A cluster of 3 separate species, C9H16F8NO4P in total. Source: the OMol25 dataset; level of theory: ωB97M-V/def2-TZVPD.

Orbital gap = 9.66 eV
E_tot = -50302.6250 eV
LUMO level = 0.6677 eV

Structure (ORCA input):
```
! RIJCOSX wB97M-V def2-TZVPD def2/J DEFGRID3
* xyz 0 1
C -3.535 -1.758 -0.057
C -2.179 -1.454 0.538
O -1.295 -0.853 -0.441
C -1.425 0.451 -0.612
O -2.190 1.191 -0.068
C -0.377 0.946 -1.636
F -0.317 0.140 -2.705
F 0.837 0.969 -1.068
F -0.668 2.172 -2.053
H -3.439 -2.408 -0.927
H -4.149 -2.264 0.688
H -4.043 -0.842 -0.357
H -1.662 -2.362 0.840
H -2.255 -0.786 1.391
C 0.215 4.152 5.001
C 0.217 2.873 5.804
O -0.077 1.731 4.959
C 0.940 1.245 4.269
O 2.074 1.623 4.270
C 0.472 0.030 3.434
F -0.687 0.279 2.810
F 0.290 -1.031 4.234
F 1.377 -0.287 2.518
H -0.737 4.280 4.486
H 0.363 5.000 5.670
H 1.017 4.152 4.265
H -0.575 2.861 6.549
H 1.174 2.703 6.295
N 3.568 -2.556 -5.058
C 2.576 -1.561 -5.424
P 0.769 -1.982 -5.314
F 1.003 -3.387 -6.029
F -0.841 -2.354 -5.304
H 3.418 -2.917 -4.124
H 3.538 -3.339 -5.698
H 2.775 -1.214 -6.442
H 2.695 -0.683 -4.775
H 0.719 -1.942 -3.912
H 0.414 -0.812 -6.016
*
```